No. 1
Density functional theory data (ωB97M-V/def2-TZVPD) for 2 unconnected molecules or ions with the total composition C32H41Cl2F7N3O6.

XYZ file:
```
91
Properties=species:S:1:pos:R:3:forces:R:3:mulliken_charge:R:1
Cl 2.110044 -2.242335 6.650379 0.1 -0.1 0.2 -0.183
Cl 1.601155 -5.083931 6.152391 0.0 0.0 0.0 -0.149
F 1.476244 -2.266723 -0.805667 -0.4 0.4 0.1 -0.131
F 4.801871 -2.811494 -1.529412 0.2 -0.1 0.1 -0.332
F 4.069980 -0.103772 -4.625991 0.2 -0.2 0.1 -0.355
F 5.288331 -0.344023 -2.018459 0.1 0.1 -0.2 -0.314
F 3.014904 -2.344066 0.764785 -0.1 0.4 0.3 -0.222
F 3.204518 -1.900216 -2.682078 -0.2 0.2 -0.3 -0.260
F 4.995743 -0.701000 0.096756 0.0 -0.1 0.3 -0.281
O 4.014347 1.674326 -0.656364 0.7 0.9 0.3 -0.509
O 3.089832 -4.930785 0.383670 -0.1 0.3 0.2 -0.459
O -2.815640 0.992920 0.314930 0.2 0.0 0.0 -1.307
O 2.533840 -4.637767 -1.758835 -0.3 -0.3 -1.2 -0.419
O -3.275894 -1.469940 -2.188014 0.3 -0.2 -0.4 -0.183
O -1.097250 0.096729 -2.964989 -0.1 0.3 0.2 -0.132
N 1.879529 1.764900 -2.541206 0.4 -0.2 0.0 0.034
N -0.269674 0.680256 -0.926241 0.3 0.0 -0.2 0.342
N -1.322754 3.514164 2.216196 0.1 0.5 0.1 -0.129
C 1.631512 -1.011212 3.414884 -0.1 0.2 -0.6 0.039
C 2.025492 0.761317 -1.496159 -0.4 -0.2 -0.7 0.735
C 3.474039 0.691791 -1.036529 -0.4 -0.3 -0.1 -1.524
C -3.265483 0.967223 1.640834 -0.1 0.0 0.3 0.139
C 2.780082 -4.188357 -0.703051 0.0 0.2 0.5 -0.120
C -0.629882 1.213330 -2.278703 0.1 -0.1 -0.6 0.158
C 2.739020 -2.641605 -0.501936 0.6 -1.0 -0.2 1.178
C -3.773861 2.009762 3.719522 -0.1 -0.4 0.1 -0.668
C 0.499857 -1.243485 2.638854 0.3 0.1 0.4 -1.223
C 1.066838 2.639878 0.013150 -0.6 0.5 0.0 -1.524
C -4.124398 -0.359536 3.441824 0.1 0.4 -0.1 -0.710
C 0.315284 -0.575082 1.437097 0.0 0.1 -0.3 -0.453
C 0.514288 1.905712 -3.048853 0.0 0.5 0.5 -1.864
C -3.284233 2.129112 2.423398 -0.3 -0.3 -0.3 1.054
C -4.870297 -3.040610 -1.334732 0.3 0.5 -0.2 -1.095
C -0.305191 3.342631 0.027878 0.6 0.9 0.0 1.196
C 1.038815 1.139227 -0.352207 0.6 -0.2 0.9 0.054
C -3.672230 -0.264971 2.130702 0.2 0.3 0.2 -0.353
C -0.508554 4.261483 1.252810 -0.6 -0.7 -0.4 -1.383
C -3.478938 -2.858596 -1.918528 -0.4 0.2 0.8 -0.283
C 2.568346 -0.093778 2.950053 -0.2 -0.1 0.0 -1.082
C -2.756744 3.446568 1.897605 0.0 -0.7 0.6 -1.369
C 3.753255 -1.966454 -1.466721 0.2 -0.4 0.5 0.391
C -2.391056 0.207943 -3.561582 -0.1 -0.8 -0.4 -0.447
C 2.802590 -3.791757 6.142151 0.1 0.0 0.0 -0.121
C 2.842540 1.705719 -3.635366 -0.4 0.2 -0.6 -0.843
C -3.004385 -1.169046 -3.553796 -0.3 0.2 1.0 -0.755
C 2.374038 0.576225 1.753923 -0.1 0.0 -0.3 -0.133
C 4.362231 -0.597445 -1.072079 -0.3 0.3 -0.5 0.704
C -4.190663 0.783016 4.232980 0.2 -0.1 -0.4 -0.748
C 1.248284 0.345490 0.948418 0.0 -0.5 0.5 0.783
C 2.812814 0.433847 -4.498995 -0.3 0.4 -0.2 -0.291
H -2.288308 0.534294 -4.596924 0.0 0.3 0.0 0.270
H -3.054978 0.853043 -2.989836 0.1 0.3 0.1 0.278
H 0.288062 2.973324 -3.069006 0.0 0.1 0.0 0.223
H -0.991598 5.180393 0.910059 0.0 0.2 0.2 0.340
H 3.118951 1.292845 1.451085 0.1 0.1 0.0 0.495
H -2.917515 3.514073 0.825850 0.1 0.2 -0.2 0.475
H 3.851940 1.930281 -3.305928 0.1 -0.2 0.3 0.598
H -3.327791 -3.474596 -2.800641 0.1 0.0 -0.2 0.420
H -1.131797 2.652263 0.058477 -0.2 -0.2 -0.1 -0.650
H 1.775820 -1.514037 4.360869 -0.1 0.1 -0.1 -0.128
H -3.834939 2.877424 4.361714 0.0 0.2 -0.1 0.437
H -0.594953 -0.797587 0.898197 -0.1 -0.1 0.0 0.558
H 0.447090 4.503897 1.704133 0.1 0.1 0.1 0.544
H -5.050351 -4.062265 -1.017737 -0.1 -0.1 -0.1 0.417
H -4.566768 0.709086 5.239896 0.0 0.1 0.1 0.423
H -0.163233 -0.329527 -1.065911 -0.2 0.0 0.0 0.904
H -0.395008 3.962783 -0.864399 -0.1 -0.1 -0.2 0.301
H 2.115588 -0.307440 -4.109390 0.1 -0.2 0.2 0.159
H -3.954107 -1.141852 -4.090930 0.1 -0.1 -0.4 0.330
H 1.734256 3.206001 -0.625202 0.1 -0.2 -0.3 0.342
H -5.605606 -2.699944 -2.059372 -0.2 -0.2 0.0 0.305
H 3.602587 -4.050253 6.824865 0.0 0.0 0.1 0.312
H 2.273131 -5.117007 0.867762 0.1 -0.2 0.2 0.362
H 2.462880 0.671770 -5.502067 0.1 0.0 -0.2 0.423
H 0.411517 1.572111 -4.078817 0.0 -0.3 -0.1 0.526
H -1.080577 0.788985 -0.290957 0.0 0.1 0.1 -0.268
H -1.253588 3.925139 3.138661 0.2 -0.1 0.0 0.326
H 2.585841 2.525878 -4.302668 0.0 0.3 0.1 0.614
H -2.316334 -1.903035 -3.967843 0.0 -0.1 -0.3 0.483
H -1.412038 1.949930 -2.128709 -0.3 0.0 0.1 0.607
H -3.615296 -1.128702 1.486962 -0.1 -0.1 -0.1 0.499
H -0.249132 -1.934565 2.997326 -0.1 0.0 -0.1 0.573
H -4.953265 -2.384800 -0.471546 -0.1 0.0 0.2 0.174
H 1.479806 2.754016 1.006573 0.1 -0.3 0.2 0.907
H -3.116330 1.809172 -0.095074 -0.2 0.1 0.0 0.576
H -3.339217 4.249940 2.353215 0.1 0.2 -0.1 0.620
H 1.734520 -0.218572 -1.897162 0.0 -0.2 0.3 1.488
H 3.185167 -3.682859 5.133340 0.0 0.0 0.0 0.140
H -4.433921 -1.316165 3.830594 -0.1 -0.1 0.1 0.457
H -2.762530 -3.136022 -1.144407 0.3 -0.2 -0.2 0.191
H 3.449491 0.116996 3.536251 0.1 0.0 0.0 0.498
```
Forces are in eV/Å.

## Properties
**HOMO level**: -11.49 eV
**Charge**: +1
**Multiplicity**: 1

No. 2
Density functional theory data (ωB97M-V/def2-TZVPD) for 2 unconnected molecules or ions with the total composition C9H14NSi.

XYZ file:
```
25
Properties=species:S:1:pos:R:3:forces:R:3:nbo_charge:R:1
Si -1.225851 -0.528887 -0.499323 1.0 0.4 1.7 1.460
N -2.919583 0.358691 0.265793 0.6 1.6 2.5 -0.874
C 2.141971 1.466901 1.059155 -3.0 -1.9 0.0 -0.196
C 0.191418 0.035859 0.613415 0.8 0.2 0.3 -0.545
C 2.452843 0.681547 2.147888 0.2 -1.2 1.6 -0.171
C 0.543520 -0.728473 1.762914 -0.1 0.8 0.9 -0.194
C 0.670746 -1.791451 -2.172542 0.1 2.1 0.3 -0.273
C 0.981422 1.173160 0.290013 0.7 -2.0 0.6 -0.185
C 1.662171 -0.428453 2.588869 -0.2 0.6 -0.7 -0.192
C 0.415508 -0.554241 -2.576499 -0.8 -1.5 0.0 -0.424
C -2.346776 0.819668 -1.047100 -1.3 -1.0 -1.3 -0.676
H 3.334296 0.917837 2.764106 -0.5 0.1 -0.4 0.232
H -2.918056 0.641212 -1.995000 0.1 0.2 1.2 0.264
H -2.639855 1.154822 0.972405 -0.9 -2.4 -1.5 0.427
H 1.465277 -1.961750 -1.545013 2.1 -0.4 1.2 0.208
H -0.218070 -1.416122 2.107143 0.3 -0.6 0.0 0.214
H -2.137695 1.849576 -0.880439 0.8 0.7 -0.7 0.259
H -3.905633 0.089523 0.473076 1.0 0.2 -0.9 0.443
H -1.575352 -1.980080 -0.416860 -0.1 0.7 -0.4 -0.107
H -0.466162 -0.401751 -3.145691 -0.4 0.7 -0.8 0.218
H 0.826909 1.589622 -0.684163 -0.2 1.0 -0.1 0.206
H 1.102499 0.184855 -2.320058 0.8 1.4 0.0 0.226
H 1.907242 -0.952848 3.591651 -0.6 0.8 -2.1 0.254
H 0.055570 -2.588894 -2.275056 -1.9 -2.3 -0.9 0.201
H 2.601640 2.369677 0.921314 1.6 1.9 -0.7 0.225
```
Forces are in eV/Å.

## Properties
**HOMO level**: -12.76 eV
**Charge**: +1
**Multiplicity**: 1
**Energy above the lowest of the compared OMol25 structures with the same formula, charge and spin**: 6.2 kcal per mole

No. 3
Density functional theory data (ωB97M-V/def2-TZVPD) for a molecular structure, C20H26BF2NO7Ti.

XYZ file:
```
58
Properties=species:S:1:pos:R:3:forces:R:3:lowdin_spin:R:1
Ti -0.187966 -0.158891 -0.590761 0.4 -1.9 -1.4 0.906
F -0.477294 1.945371 -4.034291 0.0 0.0 0.0 0.019
F -0.661551 -1.619567 -1.565716 -0.7 -1.5 -0.9 0.007
O -1.845096 0.820235 -1.093097 -1.3 0.4 -0.2 0.013
O -1.383333 1.933788 2.058314 0.0 0.0 0.2 -0.001
O 0.892308 -1.797766 0.426991 0.3 -0.4 0.3 0.011
O -1.588245 -1.151748 0.759287 -0.3 -0.2 0.3 0.007
O 0.105394 0.878411 0.806250 0.7 2.3 4.2 0.001
O 2.296202 0.274489 -0.570420 0.3 -0.2 -0.1 0.021
O 0.377232 0.584294 -2.296848 0.4 0.6 -1.5 0.040
N 0.914858 -0.457656 3.161032 -0.2 0.3 -0.2 0.000
C 2.190906 -2.275658 6.683994 -0.2 0.2 0.1 0.000
C 0.992875 -0.483084 5.601257 -0.1 0.0 -0.4 0.000
C -0.435897 1.177321 1.958376 -0.2 0.7 -0.7 0.001
C 2.730735 0.407937 -1.923870 -0.2 0.2 -0.2 0.002
C 1.572801 0.087624 -2.862687 0.3 -0.1 0.1 0.028
C -2.169829 0.819037 -2.504149 0.3 0.0 -0.6 0.013
C 2.156655 -2.158323 4.275970 0.1 -0.2 0.1 0.000
C 2.566182 -2.778701 5.425377 0.0 0.0 -0.3 0.000
C -0.782936 -0.484643 -4.408327 0.0 0.0 -0.1 0.697
C 0.205886 0.689743 5.618325 0.0 0.0 -0.1 0.000
C 2.235580 -2.054641 0.060363 0.2 0.3 0.0 0.005
C 0.134905 0.596611 3.220967 0.5 -0.5 0.2 0.000
C -2.929222 0.514513 -0.209547 -0.1 -0.3 0.2 0.004
C 0.078231 -2.935925 0.656386 -0.2 0.0 -0.1 0.000
C -2.871877 -0.967009 0.145912 -0.2 0.2 -0.2 0.001
C 1.338816 -1.005584 4.325994 0.1 -0.1 0.5 0.000
C -1.261594 -2.453460 1.242509 0.3 -0.1 -0.1 0.003
C -0.225857 1.215017 4.438645 -0.2 0.3 0.2 0.000
C 2.938767 -0.712820 0.218198 -0.2 -0.2 0.0 0.001
C 1.427905 -1.141126 6.768006 0.2 -0.2 0.2 0.000
B -0.779095 0.722635 -3.385750 -0.1 0.3 0.1 0.110
H -2.728508 1.731600 -2.730090 0.0 0.0 0.1 0.001
H -3.674008 -1.237212 0.836884 0.0 0.0 0.1 0.000
H -2.777600 1.112780 0.683748 0.0 0.1 0.0 0.000
H -0.838397 2.104688 4.401107 0.0 -0.1 0.0 0.000
H 2.450415 -2.540910 3.307387 0.0 0.0 -0.1 0.000
H -0.039779 1.154659 6.565373 -0.1 0.0 0.0 0.000
H 2.809786 -0.395822 1.252479 0.1 0.0 0.0 0.000
H -1.442874 -1.339405 -4.307233 0.1 0.0 0.0 0.046
H 3.579870 -0.248788 -2.129489 0.0 0.0 0.0 0.000
H 1.147601 -0.738091 7.733941 0.0 0.0 0.0 0.000
H 2.687362 -2.796837 0.726687 0.0 0.0 0.0 0.001
H -0.071737 -3.475635 -0.280244 0.0 0.0 0.0 0.000
H -2.042024 -3.168153 0.978598 0.0 0.0 0.0 0.000
H -2.933506 -1.575126 -0.760675 0.0 -0.1 0.1 0.000
H -3.883747 0.775879 -0.666386 0.0 0.0 -0.1 0.000
H 3.041768 1.445044 -2.062288 0.0 0.0 0.1 0.000
H 1.745198 0.563816 -3.830617 0.0 -0.1 0.0 0.002
H 4.000645 -0.791090 -0.028817 0.0 0.0 0.0 0.000
H -0.159707 -0.499679 -5.298663 0.0 0.0 0.0 0.045
H 3.186439 -3.663859 5.366728 0.0 0.0 0.0 0.000
H -2.811244 -0.041494 -2.719896 0.0 0.0 0.2 0.002
H 2.508996 -2.786424 7.583012 0.0 0.0 0.0 0.000
H 0.567054 -3.589911 1.384784 0.0 0.0 0.0 0.000
H -1.178458 -2.383757 2.327545 -0.1 0.0 0.0 0.000
H 2.285242 -2.420276 -0.972692 0.0 -0.1 0.0 0.000
H 1.477566 -0.993920 -3.016374 0.0 0.0 0.0 0.011
```
Forces are in eV/Å.

## Properties
**HOMO level (spin up / spin down)**: -6.82 / -9.18 eV
**Charge**: 0
**Multiplicity**: 3

No. 4
Density functional theory data (ωB97M-V/def2-TZVPD) for C3H2ClN in the gas phase.

XYZ file:
```
7
Properties=species:S:1:pos:R:3:forces:R:3:nbo_charge:R:1
Cl 2.491121 -0.077188 -0.157065 2.3 0.7 0.0 0.116
N -2.503734 -0.309705 -0.201012 1.5 0.1 0.0 -0.286
C 0.916949 -0.364909 0.118699 -4.3 0.5 0.2 -0.176
C -0.143963 0.518489 0.069153 5.0 1.1 -0.2 -0.359
C -1.385586 -0.005760 -0.090881 -4.5 -0.9 0.2 0.228
H 0.637602 -1.405330 0.280872 0.3 0.1 -0.2 0.221
H -0.012392 1.644402 -0.019769 -0.1 -1.7 0.0 0.256
```
Forces are in eV/Å.

## Properties
**SMILES string**: N#C/C=C/Cl
**HOMO level**: -9.83 eV
**Charge**: 0
**Multiplicity**: 1
**Energy above the lowest of the compared OMol25 structures with the same formula, charge and spin**: 11.1 kcal per mole

Calculated values (eV/A) of max |F| for the records, taken in order: 1.26, 3.55, 4.86, 5.10.